Below is a 5-piece molecular cluster, C42H97N3O2P overall in a non-equilibrium geometry, with properties calculated with the ωB97M-V functional and the def2-TZVPD basis.

```
! wB97M-V def2-TZVPD RIJCOSX def2/J DEFGRID3
* xyz 3 1
O 0.2562 -0.3664 0.4512
H -0.0247 -0.0935 1.3279
C -5.0139 2.4958 -4.1343
C -4.8849 2.4656 -2.6073
C -4.9772 1.0531 -2.0341
C -3.9361 0.0110 -2.4614
P -2.4187 -0.0825 -1.4678
C -1.3454 -1.3804 -2.0983
C -1.9399 -2.7913 -2.1085
C -0.8991 -3.8413 -2.4239
C -1.2664 -5.2608 -1.9790
C -2.9382 -0.2273 0.2557
C -4.0616 -1.1846 0.6580
C -4.3208 -1.1275 2.1567
C -5.0630 0.1368 2.6256
C -1.5966 1.5241 -1.6241
C -1.3164 2.0610 -3.0329
C -0.5441 3.3687 -2.9707
C -1.3684 4.5879 -2.5101
H -4.7088 3.4911 -4.4633
H -6.0014 2.2735 -4.5296
H -4.2917 1.8140 -4.5910
H -5.6757 3.0594 -2.1478
H -3.9403 2.9541 -2.3532
H -5.9714 0.6717 -2.2913
H -5.0776 1.0612 -0.9422
H -3.6488 0.0134 -3.5148
H -4.4049 -0.9726 -2.3268
H -0.4675 -1.3797 -1.4395
H -0.9243 -1.1207 -3.0739
H -2.7490 -2.8540 -2.8481
H -2.5070 -3.0453 -1.2056
H 0.0647 -3.5660 -1.9547
H -0.5515 -3.8362 -3.4640
H -0.6803 -6.0360 -2.4532
H -2.3537 -5.3551 -2.0607
H -1.1875 -5.3032 -0.8836
H -3.2213 0.8012 0.5277
H -2.0628 -0.2635 0.9101
H -3.9491 -2.2144 0.3069
H -4.9619 -0.8891 0.1071
H -3.3978 -1.2484 2.7363
H -4.8863 -2.0132 2.4629
H -5.3476 0.0055 3.6656
H -5.9586 0.3095 2.0303
H -4.3939 0.9861 2.4768
H -0.6201 1.3469 -1.1541
H -2.1897 2.2319 -1.0432
H -2.2622 2.1555 -3.5735
H -0.6986 1.3666 -3.6108
H -0.0385 3.6387 -3.8996
H 0.2986 3.2389 -2.2751
H -1.9315 4.9231 -3.3835
H -0.8139 5.4271 -2.1020
H -2.1133 4.2694 -1.7759
C -0.2253 -4.9531 4.8048
C 0.2276 -4.8972 3.3538
N 0.4353 -3.5347 2.7264
C -0.8014 -2.7130 2.9150
C 1.6223 -2.9061 3.4229
C 1.8144 -1.4128 3.1440
C 0.7278 -3.5863 1.2408
C 1.3135 -4.8913 0.7325
O 2.5464 -5.1412 1.3709
C 3.0530 -6.4459 1.1001
H 0.4605 -4.4245 5.4689
H -0.2190 -5.9902 5.1242
H -1.1850 -4.4555 4.9229
H -0.5140 -5.3729 2.7079
H 1.1511 -5.4602 3.2340
H -1.0689 -2.6355 3.9641
H -1.6210 -3.2026 2.3939
H -0.5720 -1.7479 2.4731
H 2.4903 -3.4741 3.0972
H 1.4850 -2.9951 4.4959
H 2.1028 -1.2130 2.1147
H 2.6215 -1.0102 3.7592
H 0.9058 -0.9208 3.4892
H 1.2655 -2.6747 0.9871
H -0.2244 -3.4763 0.7156
H 1.4200 -4.7786 -0.3539
H 0.6298 -5.7175 0.9526
H 2.5306 -7.2508 1.6245
H 4.0697 -6.4449 1.4929
H 3.0849 -6.6361 0.0258
C -3.4975 4.0353 1.2698
C -2.0562 4.5339 1.3077
C -1.0606 3.6138 1.9997
C 0.3576 4.1511 1.8683
N 1.3561 3.5601 2.8331
C 0.9287 3.8022 4.2750
C 2.1550 4.3620 4.9812
C 2.9061 5.1187 3.8998
C 2.7503 4.2160 2.6890
C 1.4210 2.0699 2.6499
H -4.1302 4.8718 0.9697
H -3.8828 3.7521 2.2528
H -3.6624 3.2150 0.5697
H -2.0343 5.4715 1.8683
H -1.7794 4.7311 0.2694
H -1.0822 2.5867 1.6243
H -1.3385 3.5566 3.0561
H 0.4542 5.2307 1.9990
H 0.7738 3.9316 0.8827
H 0.5278 2.9535 4.8208
H 0.1685 4.5784 4.2048
H 2.8049 3.5769 5.3788
H 1.9111 4.9248 5.8817
H 3.9579 5.1355 4.1906
H 2.6441 6.1480 3.6630
H 3.4607 3.3920 2.6829
H 2.7114 4.6572 1.6966
H 0.4446 1.6068 2.7316
H 2.1169 1.7323 3.4142
H 1.7953 1.8304 1.6541
C 3.1649 3.1740 -5.2525
C 3.4268 2.6490 -3.8529
C 3.5031 1.1168 -3.8535
C 3.6857 0.5924 -2.4386
N 3.6042 -0.8985 -2.2349
C 3.3856 -1.1709 -0.7353
C 3.9965 -2.5416 -0.5245
C 5.2588 -2.5044 -1.3923
C 4.8994 -1.5932 -2.5803
C 2.4646 -1.5106 -2.9785
H 3.8721 2.7961 -5.9862
H 3.1693 4.2683 -5.2439
H 2.1461 3.0064 -5.6148
H 2.6469 3.0045 -3.1696
H 4.3387 3.0304 -3.3838
H 4.3965 0.7974 -4.3951
H 2.5730 0.7319 -4.2699
H 2.9467 1.0056 -1.7421
H 4.6390 0.8951 -1.9996
H 2.3081 -1.0514 -0.5950
H 3.9474 -0.4021 -0.2077
H 3.3129 -3.3196 -0.8649
H 4.1855 -2.6882 0.5377
H 5.5411 -3.5154 -1.6769
H 6.1169 -2.0909 -0.8636
H 4.7984 -2.1940 -3.4816
H 5.6702 -0.8494 -2.7565
H 1.5636 -1.0302 -2.6081
H 2.4549 -2.5757 -2.7584
H 2.6186 -1.4043 -4.0475
*
```

Properties
**HOMO-LUMO gap**: 0.3227 Ha
**ΔE to the lowest compared entry with this formula, charge and spin**: 0.0 kcal/mol
**HOMO energy**: -14.77 eV
**E**: -62957.926 eV

Below is B2F8NO3Sn as an isolated structure in a non-equilibrium geometry, with properties calculated with the ωB97M-V functional and the def2-TZVPD basis.

```
! wB97M-V def2-TZVPD RIJCOSX def2/J DEFGRID3
* xyz -1 1
Sn -9.9402 -0.7548 -5.9235
N -8.5307 -4.5870 -6.3652
O -9.2329 -5.1755 -7.1578
O -8.5649 -3.3716 -6.4040
O -7.8974 -5.2538 -5.5173
B -12.1491 -0.8048 -8.4122
F -13.2070 -0.4447 -7.5801
F -11.1778 0.0849 -8.4456
F -11.5708 -1.9269 -8.0642
F -12.6021 -0.8617 -9.6928
B -9.9538 3.4755 -6.3797
F -10.7014 4.1361 -7.3832
F -10.3488 2.1495 -6.3910
F -8.5983 3.6089 -6.5959
F -10.1858 3.9768 -5.1117
*
```

Properties
**HOMO-LUMO gap**: 0.1623 Ha
**HOMO energy**: -6.64 eV
**E**: -36564.205 eV

Which of these has the highest HOMO-LUMO gap? C42H97N3O2P

What is the E in the first record? -62957.926 eV

Number 1 is which compound? C42H97N3O2P

The lowest E belongs to which entry? C42H97N3O2P